Entry from OMol25: a 11-piece molecular cluster, C45H75N6O20P5 overall at a distorted geometry (ωB97M-V/def2-TZVPD).

Computed properties:
structure (SMILES): COP(=O)(OC)OC.COP(=O)(OC)OC.COP(=O)(OC)OC.COP(=O)(OC)OC.COP(=O)(OC)OC.c1ccncc1.c1ccncc1.c1ccncc1.c1ccncc1.c1ccncc1.c1ccncc1
highest occupied orbital energy: -9.47 eV
relative energy (zero: lowest compared OMol25 entry of this formula, charge and spin): 0.000 eV
gap between HOMO and LUMO: 10.0 eV
total charge: 0
electronic energy: -144225.77729 eV

Positions of all 151 atoms, in Å:
C 15.08 11.29 14.38
O 14.60 12.17 15.41
P 13.05 12.36 15.59
O 12.72 13.11 16.78
O 12.64 12.99 14.21
C 11.73 14.00 13.72
O 12.40 10.90 15.53
C 12.33 10.10 16.80
H 14.96 10.23 14.72
H 16.11 11.54 14.16
H 14.58 11.51 13.40
H 12.29 14.90 13.49
H 11.04 14.19 14.56
H 11.24 13.60 12.89
H 13.25 9.49 16.92
H 11.43 9.52 16.72
H 12.12 10.71 17.69
C 16.07 20.50 11.70
O 15.51 21.04 12.90
P 13.95 21.31 13.12
O 13.68 21.82 14.44
O 13.16 19.98 12.70
C 12.70 19.03 13.63
O 13.54 22.28 11.94
C 12.66 23.36 12.10
H 15.34 20.76 10.93
H 16.23 19.42 11.83
H 17.06 20.91 11.46
H 12.02 18.38 13.12
H 12.23 19.52 14.46
H 13.51 18.39 14.00
H 12.96 24.12 11.41
H 12.58 23.65 13.13
H 11.65 23.07 11.85
C 17.50 16.32 8.10
O 16.58 15.63 8.96
P 16.06 16.03 10.42
O 16.78 17.20 11.07
O 16.07 14.69 11.28
C 17.20 14.53 12.16
O 14.53 16.23 10.04
C 13.59 16.59 11.10
H 18.40 15.74 7.92
H 17.77 17.27 8.54
H 16.89 16.47 7.22
H 17.10 13.71 12.85
H 17.28 15.44 12.76
H 18.08 14.31 11.52
H 13.87 16.01 12.00
H 12.57 16.32 10.73
H 13.66 17.64 11.30
C 14.57 18.53 20.56
O 15.23 19.81 20.36
P 14.19 21.06 20.04
O 13.19 21.37 21.08
O 15.27 22.21 19.85
C 14.85 23.54 19.92
O 13.50 20.70 18.66
C 14.28 20.22 17.55
H 14.41 18.36 21.62
H 15.05 17.61 20.21
H 13.59 18.61 20.07
H 14.55 23.88 18.92
H 15.63 24.20 20.24
H 13.99 23.66 20.56
H 13.68 19.48 17.02
H 15.15 19.56 17.78
H 14.57 21.02 16.91
C 15.42 14.74 17.79
O 15.35 15.11 16.39
P 14.97 16.64 16.15
O 15.56 17.56 17.17
O 15.31 17.00 14.67
C 16.51 17.79 14.39
O 13.35 16.68 15.94
C 12.39 16.45 17.01
H 15.75 15.56 18.38
H 16.14 13.87 17.80
H 14.44 14.38 18.12
H 16.19 18.76 14.05
H 17.13 17.33 13.61
H 17.10 17.86 15.27
H 11.50 17.10 16.94
H 12.86 16.60 18.00
H 12.12 15.44 16.91
C 10.59 16.43 20.85
C 11.82 16.45 21.52
C 12.78 15.41 21.21
N 12.56 14.47 20.27
C 11.41 14.52 19.59
C 10.39 15.44 19.89
H 9.81 17.18 21.06
H 12.01 17.17 22.31
H 13.74 15.35 21.69
H 11.24 13.73 18.84
H 9.48 15.21 19.35
C 19.60 20.50 16.63
C 18.92 21.41 15.84
C 18.50 21.14 14.51
N 18.78 20.01 13.93
C 19.46 19.09 14.68
C 19.88 19.30 15.97
H 19.98 20.80 17.60
H 18.63 22.36 16.28
H 17.95 21.94 13.97
H 19.74 18.17 14.11
H 20.41 18.46 16.43
C 18.87 17.77 21.20
C 19.72 16.70 20.95
C 19.89 16.27 19.65
N 19.37 16.90 18.62
C 18.46 17.89 18.83
C 18.20 18.32 20.10
H 18.73 18.18 22.20
H 20.26 16.20 21.80
H 20.51 15.37 19.43
H 18.03 18.38 17.99
H 17.45 19.04 20.23
C 10.65 22.81 14.92
C 10.73 21.58 15.62
C 9.79 20.59 15.30
N 8.82 20.73 14.35
C 8.78 21.90 13.73
C 9.66 22.95 14.01
H 11.28 23.64 15.22
H 11.46 21.34 16.44
H 9.78 19.63 15.77
H 8.01 22.06 13.03
H 9.50 23.86 13.49
C 15.89 10.33 17.73
C 15.06 10.73 18.77
C 14.46 9.78 19.58
N 14.62 8.42 19.38
C 15.36 8.05 18.33
C 16.00 8.98 17.48
H 16.37 11.04 17.10
H 15.02 11.76 18.99
H 13.72 10.09 20.37
H 15.52 7.00 18.23
H 16.48 8.54 16.59
C 20.19 14.46 16.03
C 18.82 14.55 16.29
C 18.03 13.63 15.69
N 18.50 12.67 14.90
C 19.76 12.58 14.62
C 20.71 13.46 15.20
H 20.91 15.14 16.49
H 18.39 15.36 16.89
H 16.94 13.64 15.90
H 20.05 11.80 13.96
H 21.77 13.27 15.05

These are the Mulliken partial charges, in e, on atoms 1 to 99:
1 C -0.6811
2 O 0.9159
3 P -0.3631
4 O -0.0006
5 O -0.5074
6 C -0.4147
7 O -0.4035
8 C -0.4692
9 H 0.1800
10 H 0.1182
11 H 0.2836
12 H -0.0605
13 H 0.2796
14 H 0.3661
15 H 0.1309
16 H 0.3892
17 H 0.1508
18 C -0.6064
19 O -0.0396
20 P 1.1315
21 O -0.7086
22 O -0.3913
23 C -0.1298
24 O -0.4851
25 C -0.7516
26 H 0.3311
27 H 0.2072
28 H 0.2492
29 H 0.4136
30 H -0.0504
31 H 0.1351
32 H 0.3230
33 H 0.2577
34 H 0.2780
35 C -0.6241
36 O -0.3789
37 P 0.7561
38 O -0.4990
39 O -0.1621
40 C 0.2276
41 O -0.4172
42 C -0.1282
43 H 0.2326
44 H 0.2758
45 H 0.2715
46 H -0.2550
47 H -0.1150
48 H 0.3695
49 H -0.0157
50 H 0.3188
51 H 0.1118
52 C -0.8471
53 O -0.1318
54 P 0.9497
55 O -0.7925
56 O -0.2891
57 C -0.8128
58 O -0.1862
59 C -0.2021
60 H 0.5199
61 H 0.1269
62 H 0.4122
63 H 0.2549
64 H 0.2450
65 H 0.3734
66 H -0.1035
67 H 0.0813
68 H 0.4381
69 C -0.4317
70 O 0.7929
71 P -0.1949
72 O 0.0526
73 O -0.0734
74 C -0.1611
75 O 0.0330
76 C -0.7254
77 H 0.3065
78 H 0.1035
79 H -0.2963
80 H -0.4292
81 H 0.0983
82 H 0.2654
83 H 0.2271
84 H 0.1384
85 H 0.1866
86 C -0.4082
87 C -0.3824
88 C -0.4824
89 N -0.2705
90 C -0.0031
91 C -0.4353
92 H 0.3929
93 H 0.4416
94 H 0.4528
95 H 0.2973
96 H 0.4129
97 C -0.3982
98 C -0.4883
99 C -0.1488